(1)
An isolated molecule of C3H3IN4 in a non-equilibrium geometry. Source: the OMol25 dataset; level of theory: wB97M-V/def2-TZVPD.

Geometry as XYZ:
```
11
Properties=species:S:1:pos:R:3:forces:R:3
C 0.848316 -0.389790 0.737291 4.5 -0.5 3.9
C -1.283254 1.411782 -0.403240 -2.3 6.0 -0.5
C -1.144877 0.073555 -0.378903 2.7 -4.4 0.8
N 2.099583 -1.000385 0.655264 0.6 1.4 2.4
N 1.982056 -1.661066 -0.349519 1.4 -1.3 -1.7
N 1.595519 -2.210553 -1.229364 0.0 -1.6 -2.1
N 0.051985 -0.526951 -0.147378 -7.6 0.9 -4.1
I 0.660548 0.803247 2.449475 -0.5 1.8 1.6
H -2.216239 1.919046 -0.822632 1.1 -1.3 0.6
H -0.651452 2.233399 -0.014463 0.3 -1.3 -0.3
H -1.942187 -0.652283 -0.496533 -0.2 0.4 -0.7
```
Forces are in eV/Å.

As for the HOMO-LUMO gap (alpha / beta): 5.030 / 5.436 eV. The value obtained for the relative energy (zero: lowest compared OMol25 entry of this formula, charge and spin) is 180.2 kJ/mol. For the electronic energy, the calculation gives -17212.47309 eV. The multiplicity is 3. As for the expectation value of S²: 2.012.


(2)
An isolated molecule of C9H15NP2 in a non-equilibrium geometry. Source: the OMol25 dataset; level of theory: wB97M-V/def2-TZVPD.

Geometry as XYZ:
```
27
Properties=species:S:1:pos:R:3:forces:R:3
C -0.479498 -3.814209 0.062644 -1.6 0.7 -0.2
N -0.688407 -2.427839 -0.332702 0.9 -1.7 -1.6
C -0.765468 -1.412847 0.356085 -1.1 0.8 1.4
P -0.820725 -1.045106 2.250484 1.8 -1.3 -0.9
C -0.732004 -0.075675 -0.274822 0.8 0.4 0.1
C -1.503615 0.906097 0.153240 -0.6 1.2 1.5
C -1.206149 2.360553 -0.076506 3.3 -2.4 0.2
C 0.344401 2.478960 -0.108704 -0.5 1.0 1.6
P 1.024832 2.160554 1.651650 -2.8 -1.2 0.7
C 0.979407 1.493047 -1.026649 0.1 1.8 0.1
C 0.435280 0.281535 -1.085231 0.7 -0.4 -2.1
C 1.018611 -0.655659 -2.125639 1.0 0.9 1.0
H -0.770197 -3.932903 1.160088 0.5 -0.6 -1.5
H 0.542939 -4.078987 -0.198753 0.3 0.1 0.6
H -1.064910 -4.386186 -0.725932 0.2 0.2 1.6
H -0.412318 -2.386244 2.753428 -0.2 1.1 -0.4
H 0.539823 -0.534081 1.921848 -1.1 -0.6 1.0
H -2.353875 0.713416 0.752321 -0.8 -0.5 0.6
H -1.596172 2.429780 -1.005320 -1.0 1.2 -3.7
H -1.594815 3.145544 0.479123 -1.2 0.8 1.7
H 0.633452 3.528366 -0.185527 0.0 -0.2 -0.9
H 0.664402 3.386923 2.300168 -0.7 -0.3 -0.1
H 2.128552 2.797203 1.462182 3.5 1.3 -0.9
H 1.833188 1.895036 -1.636839 -0.9 -1.0 0.5
H 1.475618 -1.426785 -1.567530 0.4 -1.4 0.5
H 1.913129 -0.131315 -2.540458 -1.1 -0.4 -0.5
H 0.314627 -1.119700 -2.798964 -0.1 0.2 -0.4
```
Forces are in eV/Å.

As for the SMILES: C/N=C(\P)C1=CC[C@@H](P)C=C1C. As for the HOMO-LUMO gap: 8.932 eV. The value obtained for the relative energy (zero: lowest compared OMol25 entry of this formula, charge and spin) is 208.3 kJ/mol. For the electronic energy, the calculation gives -29639.60388 eV. The multiplicity is 1.


(3)
A structure of composition C14H11CoN3OS in a non-equilibrium geometry. Source: the OMol25 dataset; level of theory: wB97M-V/def2-TZVPD.

Geometry as XYZ:
```
31
Properties=species:S:1:pos:R:3:forces:R:3
Co 0.016900 -0.085000 0.000000 -1.0 0.8 0.0
O 1.858300 0.094200 0.000000 0.3 -1.3 0.0
C 2.773700 0.999000 0.000000 0.4 1.0 0.0
C 4.135800 0.619200 0.000000 -0.3 0.0 0.0
C 5.135300 1.557800 0.000000 0.0 0.0 0.0
C 4.827100 2.914800 0.000000 0.0 0.3 0.0
C 3.508900 3.318700 0.000000 0.0 -0.1 0.0
C 2.462100 2.392900 0.000000 0.5 -0.7 0.0
C 1.078900 2.810400 0.000000 -0.2 0.1 0.0
N 0.001400 2.026800 0.000000 0.5 -0.2 0.0
C -1.090600 2.840500 0.000000 -0.2 0.6 0.0
C -0.687200 4.139700 0.000000 -0.6 -0.2 0.0
N 0.677700 4.108600 0.000000 0.3 -0.2 0.0
H 4.360200 -0.437500 0.000000 0.0 -0.1 0.0
H 6.167800 1.239300 0.000000 0.1 0.0 0.0
H 5.617600 3.649800 0.000000 0.0 0.1 0.0
H 3.295700 4.378900 0.000000 0.0 0.1 0.0
H -2.081300 2.432400 0.000000 -0.2 0.0 0.0
H -1.242200 5.054800 0.000000 -0.1 0.1 0.0
H 1.279400 4.913800 0.000000 0.0 -0.1 0.0
S -2.417400 -0.436000 0.000000 -0.1 0.5 0.0
C -1.813800 -2.043900 0.000000 -0.1 0.2 0.0
C -2.578100 -3.214800 0.000000 0.2 -0.2 0.0
C -1.919400 -4.426500 0.000000 0.1 0.2 0.0
C -0.525100 -4.452600 0.000000 0.1 0.0 0.0
C 0.157300 -3.251500 0.000000 0.2 -0.6 0.0
N -0.466800 -2.083700 0.000000 0.0 -0.2 0.0
H -3.653800 -3.149900 0.000000 -0.1 0.0 0.0
H -2.480400 -5.349300 0.000000 0.0 -0.1 0.0
H 0.015000 -5.385300 0.000000 0.1 -0.1 0.0
H 1.238800 -3.208600 0.000000 0.0 0.0 0.0
```
Forces are in eV/Å.

As for the HOMO-LUMO gap (alpha / beta): 8.269 / 8.066 eV. For the electronic energy, the calculation gives -69678.23668 eV. The multiplicity is 4. As for the expectation value of S²: 3.758.


(4)
A cluster of 3 separate species, C2H8IN4O2 in total in a non-equilibrium geometry. Source: the OMol25 dataset; level of theory: wB97M-V/def2-TZVPD.

Geometry as XYZ:
```
17
Properties=species:S:1:pos:R:3:forces:R:3
I 18.075740 20.915250 1.379030 0.2 0.1 0.1
C 14.356640 18.796410 -0.834490 -1.3 -0.7 2.1
O 13.528530 18.612690 0.068390 1.1 0.8 -0.3
N 14.059860 18.472370 -2.082520 -0.3 -0.4 -1.6
N 15.621940 19.260770 -0.729380 0.9 0.7 0.5
H 14.748930 18.698520 -2.785460 -0.9 -0.3 -0.4
H 13.149450 18.047860 -2.187620 0.4 0.1 -0.6
H 15.949510 19.687270 0.125550 -0.1 -0.5 -0.3
H 16.287060 18.929690 -1.413560 0.1 0.3 0.4
C 15.488530 17.322450 3.192450 2.4 -0.5 -0.6
O 16.391490 16.590720 2.920110 2.7 -2.0 -1.3
N 15.463460 18.574180 2.968510 0.9 6.2 -1.8
N 14.493510 16.952050 3.860980 -6.7 -4.4 4.7
H 16.267800 18.977660 2.509870 -0.4 0.1 0.1
H 14.702840 19.158720 3.284530 0.4 0.0 -0.4
H 14.477960 15.992540 4.175930 0.2 0.1 -0.3
H 13.675100 17.446270 4.186640 0.5 0.4 -0.5
```
Forces are in eV/Å.

As for the HOMO-LUMO gap (alpha / beta): 10.037 / 5.620 eV. The value obtained for the relative energy (zero: lowest compared OMol25 entry of this formula, charge and spin) is 43.2 kJ/mol. For the electronic energy, the calculation gives -20359.83168 eV. The multiplicity is 2. As for the expectation value of S²: 0.753.